Computed, not measured: a structure of composition C17H21BCdN6O3S, with wB97M-V/def2-TZVPD.

The geometry in XYZ format:
```
50
Properties=species:S:1:pos:R:3:forces:R:3:mulliken_charge:R:1
C 0.257461 2.768826 -1.098865 0.2 0.0 -0.4 -0.1442
N 0.473989 1.533026 -1.541428 -0.2 0.4 -0.4 -0.3676
N 0.591417 1.559213 -2.910122 0.2 -0.8 1.2 0.2384
C 0.489569 2.843547 -3.305562 -0.1 0.1 0.9 -0.0418
C 0.277331 3.649950 -2.178849 0.0 -0.5 -0.4 -1.0843
B 0.799521 0.210104 -3.714200 1.4 0.5 -0.1 0.1481
N 1.949303 -0.720593 -3.162900 -0.2 0.4 0.7 0.3103
N 2.053663 -1.013750 -1.831260 0.0 -0.5 0.4 -0.5492
C 3.120764 -1.817478 -1.666881 -0.4 0.6 -1.1 -0.1917
C 3.738920 -2.027308 -2.911921 -0.6 0.3 -0.1 -0.9789
C 2.960841 -1.324998 -3.832438 0.1 -0.1 0.8 -0.1481
Cd 0.443707 -0.165197 -0.299315 0.1 0.7 -0.9 1.2716
N -0.512776 -0.634135 -3.759955 -1.1 -0.1 -3.0 0.0917
N -1.049921 -1.192131 -2.633834 -2.6 -1.3 -0.1 -0.0046
C -2.226994 -1.748405 -3.003992 1.3 0.7 0.1 -0.1987
C -2.405464 -1.620424 -4.411817 -0.5 -0.5 1.6 -0.8344
C -1.277185 -0.907824 -4.846423 2.9 1.4 1.8 0.0686
H -2.927713 -2.204372 -2.323755 0.3 0.0 0.2 0.5116
H -0.973724 -0.598755 -5.826533 0.0 0.1 -0.2 0.4787
H -3.213777 -1.974098 -5.005189 -0.4 -0.2 -0.3 0.4559
H 1.086656 0.512015 -4.833341 -0.2 -0.1 -0.1 -0.0769
H 3.067286 -1.198512 -4.895614 0.0 0.0 0.0 0.4566
H 0.592176 3.084556 -4.342804 0.0 0.2 -0.3 0.4901
H 4.627065 -2.599733 -3.095343 0.1 -0.1 -0.1 0.4168
H 0.156180 4.710788 -2.114272 0.0 0.2 -0.2 0.4288
H 3.410303 -2.215610 -0.700597 -0.1 0.2 -0.1 0.4496
H 0.095823 2.942071 -0.029391 0.1 0.0 -0.6 0.4786
H -0.193008 -2.090750 -0.422655 0.4 -0.5 0.9 -0.0455
C 0.318898 -2.329446 0.557565 0.5 -0.2 -0.7 -0.6085
H 1.035901 -3.113212 0.305515 -0.2 0.0 0.2 0.4325
H 0.949056 -1.541501 1.078735 -0.4 -0.7 -0.1 0.1945
H -0.457916 -2.616720 1.229498 -0.3 -0.3 0.5 0.3857
C -0.045543 0.914138 7.124917 -0.1 0.5 0.3 -1.4137
C -0.575111 0.839962 5.745550 0.9 0.1 1.2 1.1090
C -0.479277 -0.382347 5.078123 -0.3 -1.2 -1.7 -0.7829
C -0.832069 -0.455344 3.748170 1.5 -0.1 0.5 -0.0506
C -0.937081 0.792062 3.062627 -2.0 -0.1 -1.7 0.3796
C -1.494439 1.898009 3.790897 1.3 0.3 0.7 -0.6291
C -1.136900 1.961439 5.124813 -0.9 1.0 -1.2 -0.5654
S -2.567456 0.368219 0.852513 0.1 -2.8 0.4 0.5535
O -0.806074 0.902841 1.743993 0.5 -0.1 1.8 -0.4302
O -2.640433 -0.906581 1.598177 -0.4 2.0 -1.3 -0.4854
O -1.866835 0.213077 -0.433201 -0.8 0.2 0.5 -0.3149
H -0.562368 0.198664 7.773559 0.1 0.0 0.0 0.3726
H 1.020674 0.654143 7.148723 -0.2 0.0 -0.1 0.3649
H -0.170827 1.920024 7.528088 0.1 -0.2 0.1 0.3668
H -0.062270 -1.272657 5.542590 -0.4 0.2 0.3 0.3987
H -0.859906 -1.397263 3.201628 0.3 0.4 0.1 0.3581
H -2.007071 2.684642 3.235879 0.4 0.0 0.2 0.3910
H -1.234369 2.907826 5.660899 -0.3 -0.5 0.1 0.3442
```
Forces are in eV/Å.

Computed properties:
Total charge: +2
HOMO energy (spin up / spin down) in eV: -14.590 / -14.578
ΔE to the lowest compared entry with this formula, charge and spin in kcal per mole: 0.0
LUMO level (spin up / spin down) in eV: -8.617 / -9.974